#1
Here is an isolated molecule of C3H9N3 from the OMol25 dataset. Energies are from ωB97M-V with the def2-TZVPD basis set.

Geometry as XYZ:
```
15
Properties=species:S:1:pos:R:3
C 0.80611 -1.26087 0.93912
C -1.58566 -1.18327 0.73021
C 0.41021 1.39824 -0.31649
H 1.67953 -1.52466 0.30853
H 0.63123 -2.29095 1.38340
H 1.12512 -0.46544 1.69435
H -2.32280 -0.31503 0.89524
H -2.08445 -1.82054 -0.01801
H -1.51127 -1.62332 1.71046
H -0.48069 0.11665 -1.60900
H 0.37374 1.73735 0.69029
H 0.88934 1.90232 -2.11175
N -0.32171 -0.87575 0.13733
N -0.20552 0.21483 -0.64414
N 1.08669 2.16934 -1.07327
```

For the LUMO energy, the calculation gives 0.0353 Eh. The spin multiplicity is 1. The SMILES is [H]/N=C\NN(C)C. Its orbital gap is 9.26 eV. The HOMO energy is -0.3052 Ha.

Atomic partial charges in e from the Löwdin method, atoms 1 to 2: atom 1 (C): -0.1034, atom 2 (C): -0.0979

***

#2
Here is a cluster of 2 separate species, C3H9N3 in total from the OMol25 dataset. Energies are from ωB97M-V with the def2-TZVPD basis set.

Geometry as XYZ:
```
15
Properties=species:S:1:pos:R:3
C -1.39504 -0.92573 0.82213
C -1.69502 1.39960 1.35465
N -2.03019 0.18147 1.50290
H -1.84736 -1.85177 1.17376
H -1.35534 -0.64067 -0.24052
H -0.29546 -0.97437 1.00385
H -2.28702 2.19122 1.85009
H -0.74915 1.63608 0.86873
N 1.76910 -1.31844 -1.03178
C 1.73986 -0.03240 -1.52311
N 1.32434 0.98486 -0.88167
H 2.37582 -2.00990 -1.42945
H 1.10918 -1.65920 -0.35674
H 2.09802 0.10892 -2.54334
H 1.70200 1.82010 -1.32218
```

For the LUMO energy, the calculation gives 0.0329 Eh. The spin multiplicity is 1. The SMILES is [H]/N=C/N.C=NC. Its orbital gap is 9.83 eV. The HOMO energy is -0.3283 Ha.

Atomic partial charges in e from the Löwdin method, atoms 1 to 2: atom 1 (C): -0.1641, atom 2 (C): -0.0776

***

Short version: #2 is the most stable of them.

***

#1
Here is a cluster of 2 separate species, C3H9N2O2 in total from the OMol25 dataset. Energies are from ωB97M-V with the def2-TZVPD basis set.

Geometry as XYZ:
```
16
Properties=species:S:1:pos:R:3
O -2.14081 -0.83086 1.08994
C -1.40038 -1.76007 1.44257
O -0.17797 -1.92253 1.20745
H -1.85869 -2.60701 2.01821
C 0.61745 1.27288 0.75199
N 0.57490 1.51503 -0.70156
C 0.03385 0.35399 -1.44982
N 0.81788 -0.83838 -1.33247
H 0.68498 2.24315 1.24415
H -0.21040 0.66261 1.10868
H 1.53317 0.72682 0.97813
H -0.07833 2.27658 -0.85504
H 0.02917 0.68021 -2.49224
H -0.97441 0.10448 -1.11478
H 1.79558 -0.62612 -1.50442
H 0.75400 -1.25077 -0.39077
```

The charge is -1. For the LUMO energy, the calculation gives 0.1554 Eh. The spin multiplicity is 1. Its orbital gap is 8.52 eV. The HOMO energy is -0.1578 Ha.

Atomic partial charges in e from the Löwdin method, atoms 1 to 2: atom 1 (O): -0.1257, atom 2 (C): -0.6626

***

#2
Here is a cluster of 2 separate species, C3H9N2O2 in total from the OMol25 dataset. Energies are from ωB97M-V with the def2-TZVPD basis set.

Geometry as XYZ:
```
16
Properties=species:S:1:pos:R:3
O -0.18766 0.22457 -3.81607
C -0.92737 0.23390 -2.85389
C -0.44637 0.20745 -1.42255
N -1.48769 -0.29143 -0.53134
H -2.01935 0.24640 -3.02205
H 0.44792 -0.41322 -1.37410
H -0.11042 1.21252 -1.11898
H -0.96118 -0.90258 0.17902
H -2.02731 0.45463 -0.12770
N 1.72654 0.48590 1.67410
C 0.57169 -0.39706 2.07457
O 0.32710 -1.32752 1.15091
H 2.11719 0.94627 2.49527
H 2.44202 -0.16551 1.35610
H 0.83988 -0.78735 3.08935
H -0.30499 0.27302 2.24735
```

The charge is -1. For the LUMO energy, the calculation gives 0.1469 Eh. The spin multiplicity is 1. Its orbital gap is 7.18 eV. The HOMO energy is -0.1169 Ha.

Atomic partial charges in e from the Löwdin method, atoms 1 to 2: atom 1 (O): -0.0081, atom 2 (C): -0.2780

***

Short version: #1 is the most stable of them.

***

#1
Here is the ion CH3BrNO2S with charge -1 from the OMol25 dataset. Energies are from ωB97M-V with the def2-TZVPD basis set.

Geometry as XYZ:
```
9
Properties=species:S:1:pos:R:3
C -0.34137 -0.05795 0.36535
N 1.00821 -0.06806 -0.55252
O 2.00683 0.96800 1.38011
O 3.01757 1.51008 -0.81064
S 1.78991 1.52342 0.00606
Br -1.36189 1.67083 0.19425
H 0.23604 -0.15424 1.22953
H -1.08875 -0.77821 0.03861
H 0.73719 -0.20813 -1.51600
```

The charge is -1. For the LUMO energy, the calculation gives 0.1236 Eh. The spin multiplicity is 1. Its orbital gap is 7.21 eV. The HOMO energy is -0.1412 Ha.

Atomic partial charges in e from the Löwdin method, atoms 1 to 2: atom 1 (C): -0.5808, atom 2 (N): -0.2614

***

#2
Here is a cluster of 2 separate species, CH3BrNO2S in total from the OMol25 dataset. Energies are from ωB97M-V with the def2-TZVPD basis set.

Geometry as XYZ:
```
9
Properties=species:S:1:pos:R:3
C 1.68583 -0.34737 -0.65886
N -0.96401 1.13785 -0.06632
O -1.77828 -0.89014 1.39451
O -2.47690 -0.65022 -1.09706
S -1.54806 -0.30440 0.03062
Br 3.26713 -0.32978 0.46238
H 0.79740 -0.68861 0.01613
H 1.55111 0.70809 -0.86702
H -0.53422 1.36457 0.78562
```

The charge is -1. For the LUMO energy (alpha / beta), the calculation gives 0.1119 / 0.0822 Eh. The spin multiplicity is 1. Its orbital gap (alpha / beta) is 8.12 / 4.86 eV. The HOMO energy (alpha / beta) is -0.1864 / -0.0965 Ha.

Atomic partial charges in e from the Löwdin method, atoms 1 to 2: atom 1 (C): -0.4719, atom 2 (N): -0.3015

***

Short version: #1 is the most stable of them.